Entry 1:
C35H90ClN6O15 | the ωB97M-V functional and the def2-TZVPD basis

Each line ends with the Mulliken charge.
Positions of all 147 atoms, in Å:
Cl -0.464 0.068 0.267  0.4430
O 0.510 -0.880 0.538  -0.4723
O -0.852 0.874 1.451  -0.2752
O -0.017 0.818 -0.843  -0.3338
O -1.619 -0.630 -0.114  -0.4015
C 0.039 -4.797 -1.019  -1.2037
C 1.242 -4.812 -0.063  0.3369
C 2.599 -4.583 -0.836  -1.5355
O 1.226 -3.765 0.740  -0.3480
H -0.256 -3.759 -1.172  0.1793
H -0.756 -5.260 -0.435  0.2557
H 0.143 -5.430 -1.900  0.4286
H 1.306 -5.731 0.520  0.2992
H 2.485 -3.631 -1.353  0.5627
H 2.683 -5.440 -1.504  0.4995
H 3.520 -4.505 -0.257  0.3183
H 1.458 -2.997 0.214  0.1243
C 6.392 6.081 -1.061  -0.7409
O 5.924 4.803 -0.731  -0.3114
C 6.158 3.919 -1.850  -0.7312
C 5.653 2.443 -1.683  -0.6848
N 4.192 2.384 -1.459  0.1556
C 3.317 2.003 -2.559  -0.6890
C 3.901 0.703 -3.341  -1.0637
O 3.912 -0.395 -2.480  -0.1051
C 4.830 -1.407 -2.780  -0.8078
H 7.255 6.168 -1.722  0.3611
H 6.615 6.561 -0.109  0.2547
H 5.487 6.607 -1.365  0.1991
H 7.141 3.996 -2.314  0.5905
H 5.598 4.320 -2.695  0.3623
H 6.127 2.003 -0.806  0.4095
H 5.967 1.813 -2.515  0.1716
H 3.998 1.805 -0.655  0.2394
H 3.603 2.839 -3.199  0.1608
H 2.255 1.850 -2.368  0.3656
H 4.858 0.859 -3.839  0.5009
H 3.229 0.498 -4.173  0.4632
H 5.907 -1.263 -2.871  0.3540
H 4.755 -1.851 -3.773  0.3896
H 4.507 -2.223 -2.134  0.0662
C 0.088 -0.821 4.128  -0.3561
O 0.226 -2.087 4.836  -0.4725
C 0.812 -3.185 4.129  -0.2582
C 2.328 -2.978 3.925  -0.4284
N 2.755 -4.048 3.037  0.3305
C 2.697 -5.456 3.537  -0.5039
C 3.103 -6.579 2.580  -0.7249
O 4.289 -7.251 3.043  -0.4109
C 5.484 -6.497 3.171  -0.7002
H 0.844 -0.706 3.351  0.0839
H 0.115 0.031 4.808  0.2666
H -0.858 -0.662 3.611  0.2882
H 0.195 -3.421 3.261  0.1050
H 0.677 -4.074 4.745  0.3463
H 2.881 -3.259 4.821  0.3300
H 2.675 -2.030 3.514  0.4768
H 2.268 -3.994 2.153  0.3103
H 1.656 -5.732 3.706  0.1877
H 3.227 -5.336 4.482  0.6840
H 3.112 -6.310 1.524  0.3700
H 2.359 -7.356 2.754  0.3794
H 6.339 -7.049 3.561  0.2494
H 5.377 -5.572 3.737  0.2583
H 5.545 -6.164 2.135  0.3230
C -5.713 4.999 -2.605  -0.8413
O -4.986 4.343 -1.506  -0.2788
C -4.093 3.245 -2.022  -0.6825
C -3.261 2.567 -0.905  0.0557
N -3.510 3.047 0.496  -0.3735
C -4.719 2.412 0.932  -0.4690
C -5.121 2.679 2.303  -0.5254
O -5.309 4.075 2.382  -0.2423
C -6.050 4.416 3.507  -0.8741
H -6.270 4.378 -3.307  0.2996
H -5.146 5.815 -3.054  0.2957
H -6.488 5.597 -2.125  0.2799
H -3.439 3.448 -2.870  0.4957
H -4.704 2.444 -2.438  0.2859
H -2.219 2.721 -1.184  -0.0802
H -3.348 1.483 -0.830  0.2417
H -2.737 2.714 1.054  0.1581
H -4.459 1.381 0.693  0.4500
H -5.509 2.861 0.330  0.1893
H -4.332 2.214 2.894  0.3503
H -6.048 2.107 2.350  0.3128
H -5.967 5.474 3.754  0.2533
H -5.720 3.904 4.411  0.3326
H -7.119 4.214 3.432  0.3308
C 0.918 4.361 -2.931  -0.3138
O 1.272 4.965 -1.756  -0.2408
C 2.478 5.617 -1.685  0.0544
C 2.468 6.539 -0.483  -1.0728
N 1.788 5.942 0.804  -0.3030
C 2.619 4.896 1.248  -0.1243
C 2.277 4.500 2.729  -0.9209
O 0.918 4.023 2.595  -0.2140
C 0.544 3.086 3.554  -0.7383
H 0.062 3.689 -2.875  0.0110
H 1.795 3.742 -3.118  0.0434
H 0.842 5.090 -3.739  0.3910
H 2.523 6.254 -2.568  0.5533
H 3.365 5.035 -1.433  -0.1384
H 1.835 7.364 -0.811  0.4868
H 3.484 6.928 -0.414  0.3780
H 1.727 6.738 1.422  0.2629
H 3.639 5.274 1.182  0.2983
H 2.831 3.980 0.696  0.1169
H 2.279 5.288 3.482  0.3852
H 2.886 3.727 3.196  0.4195
H -0.468 2.741 3.342  0.1327
H 0.518 3.513 4.557  0.4464
H 1.243 2.256 3.650  0.2331
C -2.829 -5.221 3.135  -1.3374
C -3.072 -4.357 1.907  1.5156
C -4.472 -4.797 1.449  -0.8917
O -4.553 -6.181 1.129  -0.3392
C -5.923 -6.444 0.982  -0.8333
N -2.988 -2.985 2.312  -0.7117
H -2.775 -6.283 2.894  0.4106
H -3.554 -5.182 3.948  0.3264
H -1.905 -4.897 3.614  0.1630
H -2.317 -4.469 1.129  -0.3824
H -4.702 -4.333 0.489  0.4420
H -5.178 -4.437 2.196  0.3144
H -6.593 -5.713 0.529  0.3484
H -6.428 -6.755 1.896  0.3141
H -5.997 -7.298 0.309  0.2766
H -2.827 -2.468 1.460  0.2643
H -2.177 -2.820 2.891  0.1049
C -1.333 -0.239 -5.123  -1.6905
C -2.216 -0.613 -3.963  1.5588
C -3.618 -1.121 -4.312  -0.8789
O -4.494 -0.084 -4.741  -0.3224
C -5.695 -0.670 -5.142  -0.8092
N -1.364 -1.548 -3.102  -0.6885
H -0.498 0.406 -4.849  0.2812
H -1.846 0.250 -5.950  0.3874
H -0.806 -1.113 -5.507  0.4103
H -2.284 0.286 -3.350  -0.2946
H -3.994 -1.543 -3.381  0.3880
H -3.528 -1.974 -4.986  0.3704
H -6.299 -0.242 -4.342  0.2765
H -5.764 -1.758 -5.106  0.3473
H -6.150 -0.219 -6.023  0.2775
H -0.567 -1.015 -2.783  0.2155
H -1.854 -1.763 -2.245  0.1536

Properties
- 2S+1 = 2
- molar mass (g mol⁻¹) = 870.585
- HOMO energy (alpha / beta) (eV) = -7.153 / -7.153
- orbital gap (alpha / beta) (eV) = 6.8 / 2.3
- F_max (Eh/bohr) = 0.101

Entry 2:
C35H90N7O13 | the ωB97M-V functional and the def2-TZVPD basis

Each line ends with the Mulliken charge.
Positions of all 145 atoms, in Å:
O -1.101 -1.139 -1.068  -0.3895
C -0.349 0.033 -0.846  0.2914
O -0.216 0.792 -1.868  -0.7092
O -0.034 0.260 0.387  -0.5433
H -1.272 -1.518 -0.176  0.2791
C 2.940 -4.068 -0.450  -0.6984
O 2.383 -3.612 0.749  -0.2891
C 2.539 -2.267 0.966  -0.7229
C 1.664 -1.820 2.086  0.3569
N 1.984 -2.429 3.357  -0.4479
C 0.988 -2.072 4.383  0.7866
C 1.171 -2.953 5.588  -0.8909
O 1.082 -4.280 5.182  -0.2628
C 1.418 -5.158 6.199  -0.8326
H 2.461 -3.586 -1.320  0.1453
H 2.775 -5.142 -0.492  0.3067
H 4.023 -3.869 -0.536  0.3263
H 2.317 -1.661 0.081  0.4563
H 3.563 -1.999 1.294  0.3132
H 0.598 -1.945 1.800  -0.3565
H 1.676 -0.723 2.128  0.1408
H 1.957 -3.441 3.260  0.3408
H -0.031 -2.202 3.984  -0.3799
H 1.145 -1.020 4.636  0.0791
H 0.345 -2.761 6.301  0.3514
H 2.084 -2.728 6.157  0.4387
H 2.487 -5.066 6.453  0.3363
H 1.216 -6.169 5.867  0.2284
H 0.864 -4.937 7.125  0.3110
C 0.376 0.243 -5.185  -0.7636
O 0.252 -1.017 -5.770  -0.2855
C 0.477 -0.999 -7.162  -0.7848
C 0.878 -2.393 -7.568  -0.6163
N 2.109 -2.799 -6.913  -0.3097
C 2.566 -4.090 -7.383  -0.6701
C 3.698 -4.599 -6.542  -0.6581
O 3.199 -5.037 -5.304  -0.2008
C 4.089 -5.830 -4.581  -0.7082
H -0.169 1.036 -5.719  0.3198
H 1.429 0.592 -5.181  0.2954
H 0.078 0.219 -4.129  0.1527
H 1.293 -0.314 -7.441  0.4106
H -0.431 -0.645 -7.672  0.3873
H 0.956 -2.422 -8.668  0.4595
H 0.026 -3.091 -7.406  0.3107
H 1.922 -2.848 -5.913  0.1873
H 2.907 -3.993 -8.427  0.3788
H 1.748 -4.827 -7.507  0.3645
H 4.443 -3.794 -6.429  0.3135
H 4.252 -5.403 -7.062  0.5011
H 3.934 -6.895 -4.795  0.3064
H 3.914 -5.666 -3.515  0.0708
H 5.143 -5.572 -4.756  0.3708
C -0.375 5.820 6.477  -0.8789
O -0.917 5.918 5.187  -0.2936
C -0.012 6.532 4.312  -0.4164
C -0.691 7.004 3.056  -0.9532
N -1.183 5.935 2.235  0.1780
C -1.859 6.462 1.048  -0.6668
C -2.693 5.431 0.330  -0.5930
O -1.804 4.590 -0.337  -0.0246
C -2.405 3.919 -1.423  -0.9747
H 0.527 5.196 6.491  0.3276
H -1.131 5.308 7.080  0.2698
H -0.179 6.802 6.914  0.3489
H 0.836 5.881 4.080  0.2935
H 0.433 7.478 4.683  0.4487
H -0.027 7.678 2.511  0.4355
H -1.530 7.668 3.378  0.3639
H -1.844 5.386 2.775  -0.0972
H -1.114 6.839 0.346  0.1408
H -2.540 7.299 1.336  0.4263
H -3.349 6.011 -0.343  0.4477
H -3.294 4.849 1.050  0.2680
H -3.317 3.379 -1.100  0.3796
H -1.712 3.148 -1.758  0.1669
H -2.683 4.632 -2.216  0.3880
C 1.082 5.405 -4.217  -1.6368
C 1.429 5.087 -2.740  0.7148
C 2.894 5.425 -2.486  -1.0383
O 3.205 5.210 -1.150  -0.1432
C 4.589 5.438 -0.839  -0.8204
N 0.537 5.816 -1.785  -0.3554
H 1.885 5.040 -4.885  0.4253
H 0.955 6.479 -4.385  0.4015
H 0.164 4.913 -4.546  0.3684
H 1.312 4.007 -2.568  0.1231
H 3.112 6.468 -2.837  0.3270
H 3.535 4.826 -3.171  0.3709
H 5.215 4.755 -1.427  0.3131
H 4.698 5.228 0.225  0.2226
H 4.837 6.502 -0.987  0.3101
H 0.906 6.773 -1.635  0.2709
H -0.326 6.082 -2.273  0.1873
C -3.981 -3.639 1.368  -1.7163
C -3.388 -2.408 2.033  0.3715
C -3.492 -2.564 3.546  -0.9722
O -2.791 -1.502 4.155  0.1321
C -2.832 -1.611 5.529  -0.6615
N -2.008 -2.290 1.627  0.2209
H -3.485 -4.569 1.681  0.3704
H -3.857 -3.600 0.285  0.2982
H -5.040 -3.776 1.617  0.4562
H -3.950 -1.524 1.736  0.2440
H -3.092 -3.546 3.841  0.3597
H -4.548 -2.488 3.862  0.4518
H -3.858 -1.680 5.913  0.3280
H -2.327 -0.751 5.965  0.0445
H -2.288 -2.511 5.862  0.2536
H -1.440 -3.088 1.906  0.1805
H -1.593 -1.475 2.084  -0.7019
C -0.333 1.954 5.569  -1.1453
C -0.312 2.080 4.039  2.3551
C -1.719 2.378 3.503  -1.2482
O -1.688 2.351 2.098  0.2212
C -2.681 1.471 1.627  -0.2188
N 0.637 3.140 3.585  -0.4891
H 0.536 1.395 5.932  0.3352
H -1.229 1.408 5.914  0.2067
H -0.357 2.913 6.089  0.1366
H -0.083 1.116 3.569  -1.1217
H -1.995 3.397 3.835  0.0522
H -2.438 1.636 3.870  0.3718
H -3.658 1.731 2.076  0.5143
H -2.431 0.426 1.862  -0.3197
H -2.791 1.491 0.547  0.2088
H 1.573 2.713 3.649  0.3165
H 0.722 3.857 4.306  0.0219
C 0.295 -4.043 -3.172  -0.9029
C -1.114 -3.945 -3.750  0.3928
C -2.114 -4.570 -2.837  -0.3538
O -1.828 -5.961 -2.691  -0.3076
C -2.789 -6.599 -1.927  -0.5669
N -1.519 -2.523 -3.907  -0.6459
H 0.321 -3.610 -2.161  0.0296
H 1.061 -3.512 -3.738  0.3706
H 0.605 -5.093 -3.057  0.4256
H -1.087 -4.466 -4.714  0.3378
H -3.132 -4.460 -3.245  0.4690
H -2.097 -4.064 -1.854  -0.2459
H -2.413 -7.580 -1.639  0.2575
H -3.710 -6.767 -2.512  0.2785
H -3.044 -6.011 -1.036  0.1217
H -1.333 -2.160 -2.964  0.2858
H -0.812 -2.062 -4.478  0.3746

Properties
- molar mass (g mol⁻¹) = 817.141
- HOMO energy (eV) = -4.634
- orbital gap (eV) = 7.0
- F_max (Eh/bohr) = 0.053
- net charge = -1

Entry 3:
C35H90O20 | the ωB97M-V functional and the def2-TZVPD basis

Each line ends with the Mulliken charge.
Positions of all 145 atoms, in Å:
C -1.700 3.848 4.435  -0.2017
O -0.810 4.926 4.272  -0.5383
H -2.709 4.143 4.146  0.4006
H -1.333 3.048 3.791  -0.3044
H -1.765 3.514 5.471  0.3797
H -1.085 5.549 4.948  0.2936
C 1.406 2.047 4.266  -0.2956
O 1.698 3.400 4.021  -0.5488
H 0.860 1.681 3.397  -0.2050
H 2.344 1.496 4.342  0.3725
H 0.724 1.896 5.103  0.3331
H 0.875 3.894 3.990  0.2792
C -3.056 0.529 4.177  -0.2948
O -1.851 0.923 4.889  -0.2410
H -3.105 -0.514 3.865  0.2711
H -3.993 0.852 4.631  0.3610
H -2.953 1.047 3.223  -0.1865
H -1.935 0.704 5.820  0.2093
C 0.317 -1.593 4.172  -0.6447
O 1.213 -1.556 3.120  0.1826
H -0.731 -1.771 3.930  0.1548
H 0.522 -2.351 4.928  0.2055
H 0.248 -0.580 4.570  0.1407
H 1.430 -2.481 2.983  0.2973
C -0.817 0.361 1.153  -0.2886
O 0.477 0.097 0.751  0.5786
H -1.057 -0.466 1.821  0.2568
H -0.844 1.281 1.737  -0.1053
H -1.522 0.342 0.322  -0.0162
H 0.895 -0.403 1.456  -0.4236
C 4.847 3.550 2.347  -0.4939
O 4.468 3.878 0.969  -0.3973
C 3.176 4.399 0.847  -0.0851
C 2.817 4.596 -0.657  -0.7138
O 2.806 3.437 -1.406  -0.4538
C 2.017 2.336 -0.932  -0.2945
C 1.749 1.357 -2.109  -0.6765
O 2.954 0.622 -2.358  -0.3027
C 2.833 -0.344 -3.363  -0.7689
H 4.665 4.383 3.026  0.2979
H 5.892 3.250 2.425  0.2849
H 4.337 2.638 2.658  0.0646
H 3.041 5.309 1.432  0.5497
H 2.447 3.707 1.268  0.0126
H 3.582 5.219 -1.120  0.3811
H 1.884 5.158 -0.688  0.2828
H 1.131 2.709 -0.420  0.2971
H 2.678 1.858 -0.210  0.4569
H 1.565 1.911 -3.029  0.5678
H 0.928 0.721 -1.778  0.2283
H 2.540 -0.012 -4.359  0.2993
H 2.085 -1.065 -3.032  0.2577
H 3.785 -0.867 -3.453  0.2728
C 9.910 -3.751 -3.707  -0.7675
O 8.684 -4.148 -3.042  -0.2892
C 8.935 -4.416 -1.685  -0.6204
C 7.660 -4.961 -1.013  -0.7234
O 6.725 -3.887 -0.928  -0.2339
C 5.394 -4.340 -1.032  -0.8592
C 4.494 -3.152 -0.861  0.0284
O 4.691 -2.408 0.368  -0.3755
C 3.826 -1.297 0.480  -0.4398
H 10.695 -4.507 -3.669  0.3108
H 10.374 -2.921 -3.174  0.3183
H 9.714 -3.591 -4.767  0.2449
H 9.452 -3.617 -1.154  0.4069
H 9.676 -5.214 -1.639  0.4225
H 7.923 -5.334 -0.023  0.3689
H 7.311 -5.830 -1.572  0.3785
H 5.174 -5.045 -0.230  0.3344
H 5.187 -4.827 -1.985  0.3706
H 3.456 -3.481 -0.903  0.2498
H 4.686 -2.460 -1.682  0.1871
H 4.019 -0.544 -0.285  0.4298
H 3.850 -0.828 1.463  0.2879
H 2.803 -1.657 0.361  -0.0707
C -1.465 2.846 -2.515  -0.9867
O -2.029 2.710 -1.185  0.1159
C -2.029 3.938 -0.484  -0.7518
C -3.032 3.815 0.692  -0.5155
O -4.362 4.124 0.264  -0.3713
C -4.945 3.301 -0.784  0.2567
C -6.340 3.863 -1.213  -0.7216
O -7.346 3.746 -0.210  -0.4275
C -7.095 4.551 0.969  -0.4762
H -0.433 3.166 -2.371  0.2355
H -2.008 3.611 -3.070  0.4379
H -1.416 1.881 -3.019  0.2215
H -2.393 4.712 -1.159  0.5213
H -1.038 4.308 -0.220  0.3640
H -2.691 4.451 1.510  0.3284
H -2.984 2.763 0.975  0.1973
H -4.951 2.242 -0.527  0.2197
H -4.290 3.410 -1.648  -0.0417
H -6.657 3.341 -2.116  0.2877
H -6.260 4.905 -1.523  0.4028
H -8.027 4.605 1.532  0.2682
H -6.795 5.527 0.587  0.2706
H -6.294 4.043 1.504  0.1219
C 2.649 -4.789 6.085  -0.7305
O 2.920 -3.565 5.410  -0.3364
C 3.784 -3.752 4.298  -0.7262
C 3.121 -4.590 3.153  -0.0751
O 1.940 -3.900 2.714  -0.4698
C 1.439 -4.413 1.487  -0.3776
C 0.244 -3.682 0.778  0.1840
O 0.000 -4.319 -0.479  -0.4472
C -0.862 -3.590 -1.321  -0.6975
H 3.559 -5.390 6.090  0.3645
H 1.788 -5.329 5.692  0.2349
H 2.329 -4.603 7.110  0.2635
H 4.720 -4.226 4.594  0.4683
H 4.050 -2.735 4.008  0.2286
H 2.893 -5.591 3.521  0.3640
H 3.835 -4.640 2.331  0.0466
H 1.231 -5.474 1.622  0.4211
H 2.255 -4.294 0.775  -0.1934
H 0.573 -2.650 0.653  -0.2825
H -0.703 -3.733 1.316  0.4828
H -0.655 -2.522 -1.261  0.1242
H -1.915 -3.747 -1.085  0.3351
H -0.736 -3.843 -2.373  0.4160
C -9.154 0.228 -7.095  -0.5713
O -8.460 -1.009 -7.022  -0.3649
C -8.083 -1.498 -5.707  -0.6355
C -7.324 -0.400 -4.840  -0.4647
O -6.084 -0.021 -5.376  -0.3340
C -5.463 1.127 -4.836  -0.7886
C -4.834 0.877 -3.431  0.2768
O -4.107 -0.317 -3.410  -0.4215
C -3.659 -0.644 -2.105  -0.2528
H -10.084 0.257 -6.528  0.2966
H -9.390 0.272 -8.158  0.2340
H -8.474 1.027 -6.800  0.1882
H -7.564 -2.456 -5.747  0.3586
H -9.008 -1.671 -5.158  0.3809
H -7.215 -0.786 -3.826  0.2457
H -7.907 0.502 -4.652  0.4502
H -6.189 1.938 -4.783  0.3353
H -4.730 1.409 -5.592  0.3287
H -5.684 0.774 -2.756  0.3378
H -4.235 1.734 -3.125  -0.0505
H -3.387 -1.700 -2.104  0.2196
H -4.371 -0.481 -1.295  0.3146
H -2.782 -0.041 -1.869  -0.0853

Properties
- molar mass (g mol⁻¹) = 831.085
- SMILES = COCCOCCOC.COCCOCCOC.COCCOCCOC.COCCOCCOC.COCCOCCOC.CO.CO.CO.CO.CO
- HOMO energy (eV) = -9.018
- orbital gap (eV) = 9.4
- F_max (Eh/bohr) = 0.054

Which of these has the highest molar mass? C35H90ClN6O15

Among the records above, which one has the highest F_max? C35H90ClN6O15

The highest F_max belongs to which entry? C35H90ClN6O15